DFT (ωB97M-V/def2-TZVPD) results for 2 unconnected molecules or ions with the total composition C10H10N2 at a distorted geometry.

Values from the calculation:
Largest force on an atom   5.5 eV/Å
Energy relative to the best compared isomer or geometry (same formula, charge and spin)   3.949 eV
Gap between HOMO and LUMO   9.00 eV

Bonds (Å) are listed after each position.
Atoms and positions in Å:
1 C -1.529 -0.341 1.106  C2 1.346, C6 1.376, H7 1.086
2 C -2.343 0.721 0.961  C1 1.346, C3 1.404, H8 1.089
3 C -2.965 0.917 -0.282  C2 1.404, N4 1.306, H9 1.139
4 N -2.999 -0.043 -1.166  C3 1.306, C5 1.335
5 C -2.145 -1.058 -1.015  N4 1.335, C6 1.447, H10 1.048
6 C -1.310 -1.298 0.142  C1 1.376, C5 1.447, H11 1.049
7 H -1.218 -0.294 2.146  C1 1.086
8 H -2.565 1.435 1.753  C2 1.089
9 H -3.459 1.864 -0.677  C3 1.139
10 H -2.161 -1.652 -1.878  C5 1.048
11 H -0.504 -1.964 0.062  C6 1.049
12 C 3.130 0.580 -0.485  C13 1.371, C17 1.392, H18 1.158
13 C 2.057 1.424 -0.360  C12 1.371, C14 1.468, H19 1.096
14 C 0.803 0.806 0.086  C13 1.468, N15 1.305, H20 1.093
15 N 0.681 -0.415 0.533  C14 1.305, C16 1.340
16 C 1.755 -1.183 0.307  N15 1.340, C17 1.372, H21 1.117
17 C 2.963 -0.772 -0.197  C12 1.392, C16 1.372, H22 1.113
18 H 4.068 0.993 -1.022  C12 1.158
19 H 2.210 2.504 -0.473  C13 1.096
20 H -0.016 1.490 0.322  C14 1.093
21 H 1.717 -2.274 0.540  C16 1.117
22 H 3.830 -1.439 -0.404  C17 1.113